one:
ORCA calculation (wB97M-V/def2-TZVPD) on an isolated molecule of C2H3O2P.

Summary:
Orbital gap   8.434 eV
Structure (SMILES)   C#COPO
LUMO   -0.0049 Ha
Highest occupied orbital energy   -8.567 eV

Last column: Mulliken charge in e.
Atoms and positions in Å:
P (-1.273, -0.511, -0.306)  0.3796
C (2.613, -0.220, -0.012)  -0.3995
H (3.388, -0.923, 0.043)  0.3451
O (0.338, 0.735, -0.111)  -0.5684
O (-2.367, 0.580, 0.042)  -0.4132
H (-1.218, -0.933, 1.011)  0.0733
H (-2.980, 1.054, -0.511)  0.3572
C (1.498, 0.218, -0.157)  0.2258

=====

two:
ORCA calculation (wB97M-V/def2-TZVPD) on an isolated molecule of C2H3O2P.

Summary:
Orbital gap   9.392 eV
Structure (SMILES)   C#COPO
LUMO   -0.0057 Ha
Highest occupied orbital energy   -9.548 eV

Last column: Mulliken charge in e.
Atoms and positions in Å:
H (-0.620, -2.541, 2.230)  0.4108
H (1.375, 1.216, 0.076)  0.3248
C (-0.570, -1.769, 1.508)  0.0476
C (-0.716, -0.885, 0.719)  -0.3395
O (-0.775, 0.542, -0.194)  -0.2813
O (1.551, 1.131, -0.867)  -0.4848
H (-0.372, 1.773, -1.927)  0.0245
P (0.127, 0.534, -1.545)  0.2978

=====

From most stable to least stable, the computed energies give one, two.